[1]
# C31H44FeN4OP2

A molecular structure, C31H44FeN4OP2 in a non-equilibrium geometry (wB97M-V/def2-TZVPD, OMol25).

CARTESIAN COORDINATES (ANGSTROEM)
Fe -0.822 -0.496 -1.158
C -3.961 2.441 -1.279
C -3.352 2.888 -0.178
C -3.753 2.614 1.244
C -4.326 1.238 1.646
C -3.758 -0.003 0.963
C -3.791 -0.230 -0.371
C -4.989 0.122 -1.180
C -5.233 1.647 -1.257
C 0.919 -1.670 -1.351
H -3.619 2.725 -2.282
H -2.633 3.718 -0.259
H -4.519 3.343 1.573
H -2.874 2.842 1.872
H -4.138 1.120 2.729
H -5.425 1.258 1.547
H -3.650 -0.870 1.653
H -3.080 -0.883 -0.881
H -5.900 -0.345 -0.751
H -4.861 -0.275 -2.198
H -5.808 1.846 -2.174
H -5.873 1.933 -0.410
H 1.578 -1.262 -2.153
H 0.620 -2.662 -1.753
H 1.610 -1.868 -0.507
P -0.411 -1.241 0.973
P 1.066 0.995 0.327
N -1.573 -2.573 0.675
N 0.527 -2.247 2.159
N 0.263 1.623 -1.204
N 2.193 2.347 0.385
C -1.075 0.190 1.892
C -0.197 1.442 1.589
C -1.884 -2.914 -0.667
C -2.914 -3.840 -0.635
C -3.299 -4.011 0.730
C -2.490 -3.190 1.510
C 1.182 -3.467 1.947
C 1.756 -3.882 3.145
C 1.469 -2.879 4.126
C 0.755 -1.875 3.483
C 0.127 0.746 -2.384
C -0.839 1.381 -3.241
C -1.126 2.625 -2.674
C -0.451 2.748 -1.453
C 1.938 3.716 0.469
C 3.139 4.405 0.278
C 4.180 3.431 0.139
C 3.575 2.172 0.212
H -1.165 -0.017 2.968
H -2.122 0.390 1.555
H -0.786 2.297 1.201
H 0.330 1.760 2.505
H -1.308 -2.508 -1.514
H -3.357 -4.332 -1.496
H -4.065 -4.676 1.101
H -2.467 -2.999 2.573
H 1.197 -3.940 0.970
H 2.308 -4.798 3.324
H 1.725 -2.888 5.178
H 0.379 -0.925 3.834
H 1.035 0.299 -2.761
H -1.214 0.963 -4.177
H -1.789 3.384 -3.092
H -0.362 3.644 -0.833
H 0.935 4.075 0.635
H 3.237 5.477 0.241
H 5.237 3.638 0.022
H 3.942 1.162 0.081
C 5.244 -2.437 -0.789
C 4.901 -0.963 -1.056
C 5.984 -0.067 -0.424
C 4.902 -0.739 -2.590
O 3.696 -0.666 -0.532
H 6.233 -2.698 -1.177
H 4.504 -3.085 -1.268
H 5.214 -2.652 0.285
H 6.997 -0.364 -0.738
H 5.804 0.978 -0.707
H 5.881 -0.141 0.669
H 4.182 -1.436 -3.049
H 4.583 0.293 -2.808
H 5.909 -0.907 -3.000

Values from the calculation:
- LUMO (alpha / beta): -0.96 / -0.97 eV
- Molar mass: 606.51 g/mol
- E_HOMO (alpha / beta): -5.75 / -5.73 eV
- Spin multiplicity: 5
- E_tot: -3447.91011 a.u.

***

[2]
# C3H13NO3

4 unconnected molecules or ions with the total composition C3H13NO3 in a non-equilibrium geometry (wB97M-V/def2-TZVPD, OMol25).

CARTESIAN COORDINATES (ANGSTROEM)
C 2.482 -0.775 -2.177
C 1.357 -0.545 -1.194
C 0.246 -1.246 -1.186
N -0.917 -1.198 -0.376
H 3.354 -1.259 -1.740
H 2.804 0.201 -2.547
H 2.170 -1.342 -3.053
H 1.513 0.301 -0.534
H 0.108 -2.029 -1.939
H -1.508 -2.014 -0.421
H -1.301 -0.280 -0.284
H -2.687 1.646 1.551
H -3.266 1.246 0.176
O -2.792 0.910 0.914
H 0.295 -0.699 1.346
H -0.574 -0.415 2.545
O 0.117 -0.035 2.027
H -0.420 3.129 1.840
H -0.329 1.748 2.428
O -0.651 2.655 2.625

Values from the calculation:
- LUMO: 0.65 eV
- Molar mass: 111.14 g/mol
- SMILES: C/C=C/N.O.O.O
- E_HOMO: -8.40 eV
- Spin multiplicity: 1
- E_tot: -402.54947 a.u.

***

[3]
# C54H113Br3N10

10 unconnected molecules or ions with the total composition C54H113Br3N10 in a non-equilibrium geometry (wB97M-V/def2-TZVPD, OMol25).

CARTESIAN COORDINATES (ANGSTROEM)
C 3.792 -4.458 -1.198
C 2.209 -4.505 -1.522
N 1.975 -5.886 -1.746
C 2.100 -6.652 -2.863
C 1.962 -7.989 -2.496
N 1.748 -8.056 -1.126
C 1.803 -6.726 -0.700
C 1.243 -9.192 -0.466
H 4.380 -4.472 -2.115
H 4.083 -5.295 -0.562
H 4.152 -3.669 -0.538
H 2.127 -3.950 -2.456
H 1.620 -4.020 -0.744
H 2.313 -6.129 -3.783
H 1.643 -8.813 -3.117
H 1.505 -6.432 0.296
H 0.607 -9.758 -1.147
H 0.651 -8.821 0.371
H 2.071 -9.758 -0.039
C 1.026 1.858 7.409
C 0.656 2.585 6.076
N -0.686 3.016 6.069
C -1.111 4.282 6.541
C -2.534 4.263 6.443
N -2.926 3.036 5.799
C -1.751 2.391 5.496
C -4.272 2.438 5.647
H 0.608 0.853 7.460
H 0.848 2.399 8.339
H 2.090 1.624 7.365
H 0.832 1.851 5.289
H 1.397 3.382 6.006
H -0.379 4.945 6.978
H -3.242 4.942 6.896
H -1.593 1.378 5.159
H -4.774 2.622 4.697
H -4.836 2.871 6.473
H -4.164 1.369 5.829
C 4.821 2.499 -7.174
C 3.564 2.137 -6.425
N 3.508 2.624 -5.012
C 3.922 1.834 -3.900
C 3.953 2.765 -2.825
N 3.387 3.961 -3.246
C 3.048 3.885 -4.616
C 3.287 5.118 -2.389
H 4.650 3.522 -7.508
H 4.930 1.822 -8.021
H 5.659 2.506 -6.477
H 3.493 1.054 -6.533
H 2.682 2.561 -6.904
H 4.270 0.818 -3.785
H 4.348 2.679 -1.824
H 2.673 4.632 -5.300
H 3.453 4.808 -1.357
H 2.259 5.436 -2.561
H 3.930 5.906 -2.782
C -0.744 -5.083 -5.382
C -1.530 -6.029 -4.525
C -2.340 -5.301 -3.416
C -3.755 -4.974 -3.997
N -4.764 -4.416 -2.976
C -6.038 -3.889 -3.708
C -6.581 -2.809 -2.720
C -5.341 -2.050 -2.255
C -4.237 -3.111 -2.405
C -5.109 -5.356 -1.785
H 0.268 -4.881 -5.029
H -1.194 -4.099 -5.518
H -0.495 -5.596 -6.311
H -0.818 -6.668 -4.002
H -2.135 -6.747 -5.080
H -1.843 -4.405 -3.042
H -2.424 -5.931 -2.531
H -4.222 -5.814 -4.510
H -3.749 -4.271 -4.830
H -6.654 -4.774 -3.864
H -5.855 -3.569 -4.734
H -7.145 -3.188 -1.868
H -7.225 -2.086 -3.219
H -5.252 -1.685 -1.232
H -5.039 -1.242 -2.921
H -3.516 -3.342 -1.622
H -3.569 -2.853 -3.227
H -5.723 -4.676 -1.193
H -4.236 -5.510 -1.150
H -5.623 -6.254 -2.126
C 1.719 4.335 0.891
C 1.562 5.881 1.145
C 0.249 6.073 1.928
C -1.028 5.924 1.096
N -2.413 6.074 1.867
C -3.503 6.118 0.811
C -4.640 6.833 1.426
C -4.104 7.823 2.410
C -2.606 7.433 2.655
C -2.726 4.832 2.661
H 1.481 3.824 1.823
H 2.692 4.058 0.487
H 1.045 4.068 0.077
H 1.801 6.439 0.240
H 2.309 6.228 1.859
H 0.245 7.050 2.410
H 0.197 5.410 2.792
H -1.141 4.916 0.697
H -1.068 6.660 0.293
H -3.842 5.148 0.446
H -3.134 6.846 0.089
H -5.164 6.057 1.984
H -5.313 7.239 0.671
H -4.640 8.146 3.303
H -3.934 8.795 1.948
H -2.381 7.032 3.643
H -1.789 7.882 2.090
H -2.078 4.724 3.530
H -2.748 3.907 2.084
H -3.696 4.952 3.144
C -0.312 1.096 1.801
C -1.283 1.548 0.729
C -0.718 1.438 -0.719
C -0.723 -0.060 -1.047
N -0.480 -0.396 -2.523
C -0.169 -1.860 -2.741
C 0.523 -1.876 -4.138
C 1.214 -0.548 -4.232
C 0.813 0.217 -3.021
C -1.773 -0.139 -3.411
H -0.725 1.016 2.807
H 0.604 1.687 1.837
H -0.036 0.074 1.544
H -1.372 2.614 0.939
H -2.260 1.067 0.782
H 0.324 1.745 -0.633
H -1.350 1.845 -1.509
H -1.699 -0.442 -0.747
H 0.059 -0.611 -0.525
H -1.137 -2.358 -2.685
H 0.509 -2.121 -1.929
H -0.261 -1.893 -4.896
H 1.261 -2.616 -4.447
H 1.049 0.042 -5.133
H 2.259 -0.698 -4.501
H 0.707 1.277 -3.253
H 1.586 0.176 -2.254
H -2.028 0.893 -3.172
H -2.503 -0.797 -2.939
H -1.735 -0.227 -4.496
C 3.172 2.095 3.448
C 3.869 1.292 4.582
C 3.497 -0.137 4.747
C 4.310 -1.143 3.865
N 3.480 -2.364 3.316
C 2.180 -1.999 2.522
C 1.203 -3.205 2.735
C 1.628 -3.967 3.976
C 3.060 -3.411 4.397
C 4.504 -3.064 2.462
H 2.315 1.525 3.090
H 3.850 2.082 2.594
H 2.820 2.995 3.952
H 3.545 1.700 5.540
H 4.930 1.510 4.462
H 2.414 -0.196 4.639
H 3.688 -0.411 5.785
H 5.033 -1.582 4.553
H 4.763 -0.587 3.044
H 2.308 -1.744 1.470
H 1.824 -1.172 3.136
H 1.020 -3.872 1.893
H 0.252 -2.685 2.847
H 1.740 -5.018 3.712
H 0.853 -3.778 4.719
H 3.858 -4.142 4.526
H 2.864 -2.715 5.213
H 4.803 -2.354 1.692
H 3.961 -3.948 2.126
H 5.273 -3.458 3.127
Br -0.666 4.235 -3.031
Br -4.909 1.355 1.932
Br -1.261 -0.122 -7.261

Values from the calculation:
- LUMO: -8.47 eV
- Molar mass: 1142.28 g/mol
- Charge: +4
- E_HOMO: -12.45 eV
- Spin multiplicity: 1
- E_tot: -10393.39629 a.u.

***

[4]
# C21H31AuO4

A molecular structure, C21H31AuO4 in a non-equilibrium geometry (wB97M-V/def2-TZVPD, OMol25).

CARTESIAN COORDINATES (ANGSTROEM)
O -1.705 2.260 -0.837
C -0.298 2.054 -1.126
C -0.333 2.779 -2.475
H -0.096 0.980 -1.121
H 0.351 2.561 -0.418
C -1.805 3.065 -2.048
H -0.224 2.110 -3.328
H 0.326 3.649 -2.537
C -2.878 2.575 -2.992
H -2.805 1.501 -3.198
H -2.823 3.136 -3.943
H -3.866 2.756 -2.545
C -2.083 4.517 -1.706
H -1.347 4.911 -0.993
H -3.089 4.598 -1.274
H -2.056 5.132 -2.617
Au 1.656 -1.131 0.830
C 0.850 1.604 3.668
C 1.804 0.592 3.598
C 2.276 0.465 2.206
H 2.150 -0.017 4.429
C 1.617 1.562 1.506
C 0.735 2.220 2.371
H 0.119 3.089 2.142
H 0.279 1.910 4.543
H 3.306 0.146 1.973
H 1.808 1.796 0.462
C -1.646 -0.419 4.288
C -2.133 0.399 3.216
C -1.850 -0.280 1.991
H -2.599 1.380 3.308
C -1.343 -1.573 2.304
C -1.255 -1.677 3.726
H -0.925 -2.561 4.266
H -1.510 -0.105 5.332
H -1.953 0.149 1.002
H -1.075 -2.344 1.589
O 1.115 -1.386 -1.591
C 0.306 -0.815 -2.649
C 0.523 -1.573 -3.969
H 0.567 0.247 -2.791
H -0.758 -0.859 -2.351
C 1.508 -2.689 -3.619
H 0.936 -0.895 -4.729
H -0.428 -1.966 -4.353
C 1.618 -2.641 -2.104
H 2.478 -2.495 -4.082
H 1.176 -3.671 -3.953
H 2.638 -2.764 -1.739
H 1.005 -3.416 -1.638
C 2.133 -4.189 2.485
C 1.108 -4.037 1.385
O 0.118 -4.762 1.367
O 1.282 -3.119 0.414
H 3.136 -3.828 2.204
H 2.165 -5.263 2.731
H 1.792 -3.668 3.394

Values from the calculation:
- LUMO (alpha / beta): 0.43 / -2.72 eV
- Molar mass: 544.44 g/mol
- E_HOMO (alpha / beta): -7.92 / -7.75 eV
- Spin multiplicity: 3
- E_tot: -1255.18309 a.u.